1.
This record from OMol25 describes C19H25NO2 in the gas phase. The level of theory is the ωB97M-V functional and the def2-TZVPD basis.

Its structure (SMILES) is CCCCCC[C@@H](C)OC(=O)Nc1cccc2ccccc12.

ORCA input file:
```
! RIJCOSX wB97M-V def2-TZVPD def2/J DEFGRID3
* xyz 0 1
C 1.9704 2.0406 -0.7356
C 0.9517 2.5319 -1.7579
C 0.6500 1.5070 -2.8527
C -0.0523 0.2610 -2.3182
C -0.4891 -0.6835 -3.4378
C -0.9339 -2.0621 -2.9422
C -2.2142 -2.0561 -2.1005
C -2.7337 -3.4704 -1.8568
H -3.6080 -3.4383 -1.2104
H -1.9650 -4.0717 -1.3796
H -3.0113 -3.9282 -2.8020
H -2.9844 -1.4637 -2.6104
O -2.0529 -1.3432 -0.8636
C -1.1095 -1.7380 0.0180
O -0.4620 -2.7505 -0.0401
N -1.0184 -0.7734 0.9794
C -0.0980 -0.6888 2.0277
C 0.4908 -1.8186 2.5447
C 1.3997 -1.7288 3.6048
C 1.7135 -0.5171 4.1513
C 1.1394 0.6657 3.6422
C 1.4708 1.9260 4.1830
C 0.9377 3.0756 3.6743
C 0.0462 3.0117 2.5949
C -0.3043 1.8052 2.0549
C 0.2217 0.5959 2.5586
H -0.9846 1.7975 1.2152
H -0.3624 3.9250 2.1878
H 1.2007 4.0360 4.0924
H 2.1645 1.9618 5.0108
H 2.4089 -0.4437 4.9745
H 1.8432 -2.6349 3.9895
H 0.2529 -2.7802 2.1226
H -1.6060 0.0317 0.8203
H -1.1219 -2.7008 -3.8074
H -0.1341 -2.5183 -2.3575
H -1.2992 -0.2222 -4.0088
H 0.3525 -0.8298 -4.1198
H -0.9271 0.5730 -1.7456
H 0.6206 -0.2764 -1.6473
H 1.5825 1.2180 -3.3429
H 0.0119 1.9759 -3.6065
H 0.0231 2.7948 -1.2453
H 1.3348 3.4413 -2.2276
H 1.5974 1.1795 -0.1873
H 2.8976 1.7589 -1.2297
H 2.1897 2.8244 -0.0137
*
```

2.
This record from OMol25 describes a molecular structure, C13H35BeFO18P3S2. The level of theory is the ωB97M-V functional and the def2-TZVPD basis.

ORCA input file:
```
! RIJCOSX wB97M-V def2-TZVPD def2/J DEFGRID3
* xyz -1 1
Be 21.5633 -13.5492 6.2705
S 20.0926 -15.2239 8.2596
O 19.3029 -16.3608 7.7259
O 19.6324 -13.8768 7.8680
O 19.9497 -15.4913 9.6930
O 21.5039 -15.2911 7.8828
F 22.7390 -12.4604 4.5061
C 27.0037 -14.9094 7.7135
C 26.9609 -13.8756 6.5940
C 26.5294 -14.6766 5.3475
S 25.0107 -15.5574 5.9368
O 25.0067 -16.9170 5.4021
O 23.8773 -14.6709 5.9223
C 25.7714 -15.7987 7.6291
H 27.0751 -14.5407 8.7370
H 27.7994 -15.6471 7.5831
H 27.9291 -13.4080 6.4165
H 26.2506 -13.1214 6.9376
H 27.2702 -15.4749 5.3100
H 26.3696 -14.0549 4.4715
H 26.0683 -16.8280 7.8096
H 24.9742 -15.5378 8.3262
C 17.6626 -10.1552 6.8746
O 18.6813 -9.6697 6.0197
P 19.3969 -10.5877 4.9512
O 19.6592 -11.9643 5.4201
O 18.2804 -10.4720 3.7707
C 17.9208 -11.6751 3.1185
O 20.5934 -9.7318 4.3407
C 21.8703 -9.5988 5.0070
H 16.7841 -9.5731 6.5948
H 17.9791 -10.0532 7.9108
H 17.4720 -11.2104 6.6698
H 16.9216 -12.0346 3.3933
H 18.6245 -12.5020 3.0820
H 17.5582 -11.4145 2.1170
H 21.9169 -8.7267 5.6729
H 22.6897 -9.3200 4.3506
H 21.9948 -10.4264 5.7016
C 22.8579 -14.3874 10.2721
O 22.1000 -13.1993 10.3735
P 22.5408 -11.9590 9.5323
O 22.1168 -11.9533 8.1123
O 21.9177 -10.8131 10.4238
C 20.6813 -10.2423 9.9643
O 24.1420 -11.9208 9.7634
C 24.8635 -10.8140 9.1812
H 23.6073 -14.4593 11.0714
H 23.5248 -14.4275 9.4090
H 22.3440 -15.3423 10.3372
H 20.3540 -10.3342 8.9282
H 20.7363 -9.1712 10.1540
H 19.9023 -10.7550 10.5292
H 25.7268 -11.2936 8.7167
H 25.2383 -10.1395 9.9480
H 24.3061 -10.3467 8.3705
C 20.1178 -18.2866 4.4871
O 19.5819 -17.2038 3.6580
P 20.2130 -15.7747 3.6283
O 20.8710 -15.2331 4.8259
O 21.1969 -15.8984 2.3500
C 21.8490 -14.8469 1.6687
O 18.9671 -15.0256 2.9891
C 17.6258 -15.2634 3.3997
H 19.4023 -18.5096 5.2747
H 21.0870 -17.9559 4.8517
H 20.1672 -19.1601 3.8391
H 22.8165 -15.2641 1.3924
H 21.8087 -13.9455 2.2844
H 21.4314 -14.4918 0.7198
H 17.0662 -15.9227 2.7371
H 17.1346 -14.2901 3.3963
H 17.4932 -15.6188 4.4221
*
```

Summary of energy above the lowest of the compared OMol25 structures with the same formula, charge and spin in kcal per mole
0.1 0.0
(order as listed above)
Summary of orbital gap in eV
8.47 5.79
(order as listed above)